1.
{
  "formula": "C19H29Cl45OSi2",
  "method": "ωB97M-V/def2-TZVPD",
  "homo_lumo_gap_ev": 9.91,
  "energy_ev": -601484.914,
  "spin_multiplicity": 1,
  "homo_energy_ev": -9.74,
  "symbols": ["C", "C", "C", "C", "Si", "O", "Si", "H", "H", "H", "H", "H", "H", "H", "H", "H", "H", "H", "H", "H", "H", "C", "Cl", "Cl", "Cl", "H", "C", "Cl", "Cl", "Cl", "H", "C", "Cl", "Cl", "Cl", "H", "C", "Cl", "Cl", "Cl", "H", "C", "Cl", "Cl", "Cl", "H", "C", "Cl", "Cl", "Cl", "H", "C", "Cl", "Cl", "Cl", "H", "C", "Cl", "Cl", "Cl", "H", "C", "Cl", "Cl", "Cl", "H", "C", "Cl", "Cl", "Cl", "H", "C", "Cl", "Cl", "Cl", "H", "C", "Cl", "Cl", "Cl", "H", "C", "Cl", "Cl", "Cl", "H", "C", "Cl", "Cl", "Cl", "H", "C", "Cl", "Cl", "Cl", "H"],
  "positions_angstrom": [[0.22, 1.85, -3.00], [0.61, 1.86, -1.49], [1.62, 0.73, -1.06], [2.85, 1.42, -0.35], [0.89, -0.48, 0.23], [-0.09, -1.63, -0.63], [0.93, -2.90, -1.15], [-0.85, 1.58, -3.16], [0.82, 1.15, -3.61], [0.32, 2.86, -3.45], [-0.32, 1.73, -0.89], [1.07, 2.84, -1.26], [1.92, 0.16, -1.97], [3.63, 0.68, -0.11], [3.22, 2.25, -0.99], [2.48, 1.81, 0.62], [-0.03, 0.24, 1.15], [1.95, -1.17, 0.97], [0.52, -4.13, -0.45], [2.35, -2.69, -0.79], [0.80, -3.04, -2.60], [-2.85, -1.41, -3.87], [-3.48, 0.06, -4.61], [-4.11, -2.21, -2.91], [-2.22, -2.50, -5.10], [-2.04, -1.14, -3.19], [3.59, 3.83, 2.67], [3.61, 4.64, 1.11], [1.98, 3.18, 3.01], [4.80, 2.54, 2.73], [3.83, 4.56, 3.44], [-2.88, 3.08, 0.96], [-1.37, 3.24, 1.86], [-3.24, 4.56, 0.06], [-2.77, 1.70, -0.13], [-3.69, 2.91, 1.67], [3.68, 7.60, -2.22], [3.88, 9.10, -1.30], [3.91, 6.20, -1.16], [2.10, 7.55, -2.99], [4.44, 7.57, -2.99], [2.80, -3.45, -5.39], [3.38, -5.09, -5.72], [1.04, -3.45, -5.26], [3.56, -2.82, -3.92], [3.08, -2.82, -6.23], [-0.23, 6.03, 5.31], [0.05, 7.63, 4.59], [-1.38, 6.15, 6.65], [-0.82, 4.90, 4.09], [0.71, 5.66, 5.70], [-3.79, -6.42, -2.17], [-3.25, -5.09, -3.19], [-2.47, -6.99, -1.13], [-5.17, -5.92, -1.19], [-4.10, -7.24, -2.81], [-9.16, -7.56, -1.07], [-8.92, -6.09, -0.12], [-10.83, -7.68, -1.65], [-8.03, -7.60, -2.43], [-8.96, -8.41, -0.43], [-4.68, -9.12, 1.70], [-4.92, -8.80, 3.42], [-4.46, -10.84, 1.41], [-6.03, -8.49, 0.76], [-3.78, -8.60, 1.39], [7.45, 5.60, 1.07], [7.79, 7.16, 0.30], [6.27, 5.79, 2.38], [6.89, 4.43, -0.12], [8.37, 5.23, 1.51], [-7.34, -3.43, -4.28], [-8.56, -2.54, -5.20], [-7.91, -3.79, -2.65], [-6.89, -4.92, -5.13], [-6.45, -2.81, -4.20], [4.30, -2.71, 3.54], [4.66, -1.13, 2.83], [3.12, -2.55, 4.85], [3.72, -3.84, 2.32], [5.22, -3.10, 3.97], [0.49, 2.35, 7.43], [0.98, 2.95, 5.84], [0.48, 3.66, 8.63], [-1.10, 1.58, 7.35], [1.21, 1.61, 7.75], [7.55, 9.79, -3.59], [7.72, 11.35, -2.77], [7.79, 8.46, -2.45], [5.98, 9.67, -4.38], [8.32, 9.73, -4.35], [-3.27, -5.32, 4.84], [-2.65, -6.79, 5.61], [-2.29, -3.92, 5.29], [-3.33, -5.50, 3.09], [-4.28, -5.15, 5.20]],
  "lowdin_charge": [-0.094, -0.264, -0.432, -0.153, 0.544, -0.502, 0.503, 0.047, 0.068, 0.071, 0.009, 0.101, 0.092, 0.066, 0.071, 0.017, -0.019, -0.038, -0.060, -0.065, -0.112, -1.509, 0.536, 0.520, 0.503, 0.008, -1.492, 0.452, 0.502, 0.522, 0.005, -1.499, 0.477, 0.540, 0.557, 0.020, -1.534, 0.521, 0.474, 0.532, -0.023, -1.524, 0.523, 0.500, 0.512, 0.013, -1.551, 0.530, 0.520, 0.429, -0.025, -1.509, 0.488, 0.528, 0.481, 0.020, -1.548, 0.503, 0.534, 0.496, -0.001, -1.541, 0.512, 0.530, 0.501, -0.007, -1.496, 0.501, 0.534, 0.516, 0.016, -1.548, 0.529, 0.496, 0.513, -0.044, -1.545, 0.500, 0.519, 0.517, 0.011, -1.508, 0.496, 0.523, 0.532, 0.013, -1.524, 0.531, 0.490, 0.533, 0.013, -1.547, 0.510, 0.521, 0.508, 0.014]
}

---

2.
{
  "formula": "C17H47AgN5O7",
  "method": "ωB97M-V/def2-TZVPD",
  "total_charge": -1,
  "relative_energy_kcal_mol": 182.55,
  "homo_lumo_gap_ev": 2.11,
  "energy_ev": -44161.578,
  "spin_multiplicity": 1,
  "homo_energy_ev": -2.11,
  "symbols": ["Ag", "O", "C", "C", "O", "H", "H", "H", "H", "C", "C", "C", "O", "C", "N", "H", "H", "H", "H", "H", "H", "H", "H", "H", "H", "H", "C", "C", "C", "O", "C", "N", "H", "H", "H", "H", "H", "H", "H", "H", "H", "H", "H", "C", "C", "C", "O", "C", "N", "H", "H", "H", "H", "H", "H", "H", "H", "H", "H", "H", "C", "C", "O", "H", "H", "H", "H", "H", "H", "C", "O", "N", "N", "H", "H", "H", "H"],
  "positions_angstrom": [[-16.47, -19.88, -18.78], [-16.71, -21.30, -27.58], [-17.89, -21.42, -26.72], [-17.79, -21.64, -25.03], [-16.88, -20.84, -24.30], [-18.50, -22.23, -27.13], [-18.47, -20.54, -26.98], [-17.47, -22.66, -24.85], [-18.79, -21.62, -24.61], [-12.43, -23.87, -15.36], [-13.67, -23.21, -15.89], [-14.92, -23.74, -15.27], [-16.05, -23.40, -16.10], [-17.09, -24.40, -16.22], [-13.47, -21.78, -15.76], [-12.56, -24.24, -14.34], [-11.57, -23.20, -15.31], [-12.18, -24.76, -15.94], [-13.55, -23.51, -16.93], [-15.10, -23.18, -14.35], [-14.80, -24.82, -15.18], [-16.67, -25.35, -16.54], [-17.67, -24.21, -17.13], [-17.62, -24.53, -15.27], [-12.66, -21.59, -16.33], [-13.40, -21.46, -14.80], [-23.42, -18.27, -17.13], [-22.94, -17.28, -18.25], [-23.94, -16.04, -18.46], [-24.14, -15.45, -17.16], [-25.27, -14.54, -17.14], [-21.67, -16.88, -17.81], [-22.67, -19.06, -17.04], [-24.40, -18.72, -17.30], [-23.49, -17.76, -16.17], [-22.87, -17.74, -19.23], [-24.88, -16.45, -18.83], [-23.47, -15.29, -19.08], [-25.57, -14.09, -18.08], [-25.05, -13.79, -16.38], [-26.13, -15.13, -16.85], [-21.13, -16.29, -18.42], [-21.94, -16.31, -17.02], [-13.60, -12.43, -16.77], [-14.54, -12.53, -17.98], [-14.29, -11.42, -19.09], [-14.74, -10.13, -18.68], [-14.14, -9.15, -19.46], [-14.56, -13.87, -18.42], [-13.93, -13.11, -15.98], [-13.77, -11.47, -16.28], [-12.56, -12.60, -17.05], [-15.50, -12.14, -17.66], [-14.93, -11.56, -19.95], [-13.28, -11.57, -19.46], [-14.16, -9.25, -20.54], [-13.07, -9.25, -19.28], [-14.52, -8.18, -19.13], [-14.99, -13.84, -19.34], [-13.62, -14.13, -18.70], [-19.57, -13.15, -24.63], [-19.15, -14.67, -24.61], [-18.44, -14.92, -23.45], [-18.71, -12.54, -24.36], [-20.42, -12.98, -23.96], [-19.93, -12.84, -25.61], [-18.59, -14.81, -25.53], [-19.95, -15.39, -24.77], [-18.24, -15.86, -23.49], [-9.75, -19.07, -21.33], [-10.19, -17.95, -21.10], [-8.52, -19.28, -21.10], [-10.42, -20.08, -21.60], [-8.07, -20.18, -21.13], [-8.05, -18.52, -20.63], [-9.76, -20.84, -21.61], [-11.43, -20.02, -21.71]],
  "lowdin_charge": [-0.115, -0.291, -0.286, -0.312, -0.227, 0.065, 0.069, 0.077, 0.071, -0.096, -0.472, -0.191, -0.222, -0.094, 0.037, 0.071, 0.074, 0.075, 0.141, 0.131, 0.123, 0.070, 0.084, 0.083, 0.069, 0.073, -0.060, -0.432, -0.172, -0.226, -0.097, 0.023, 0.072, 0.066, 0.067, 0.131, 0.113, 0.118, 0.080, 0.083, 0.079, 0.083, 0.070, -0.065, -0.465, -0.201, -0.181, -0.145, 0.050, 0.075, 0.071, 0.077, 0.131, 0.121, 0.121, 0.085, 0.082, 0.091, 0.074, 0.079, -0.078, -0.346, -0.063, 0.068, 0.060, 0.059, 0.099, 0.106, 0.094, -0.875, 0.011, 0.152, 0.202, 0.110, 0.126, 0.121, 0.150]
}

---

3.
{
  "formula": "C7H9P",
  "method": "ωB97M-V/def2-TZVPD",
  "relative_energy_kcal_mol": 74.46,
  "homo_lumo_gap_ev": 9.16,
  "smiles": "C=C=CC/C=P\\C=C",
  "energy_ev": -16689.017,
  "spin_multiplicity": 1,
  "homo_energy_ev": -8.82,
  "symbols": ["C", "C", "C", "C", "C", "P", "C", "C", "H", "H", "H", "H", "H", "H", "H", "H", "H"],
  "positions_angstrom": [[1.73, -1.18, -1.53], [2.00, -0.26, -0.63], [1.90, 0.35, 0.49], [0.55, 0.40, 1.27], [-0.08, -0.92, 1.21], [-1.30, -1.56, 0.16], [-1.84, 0.08, -0.55], [-2.77, 0.87, -0.11], [1.47, -0.80, -2.53], [2.08, -2.13, -1.49], [2.71, 1.05, 0.68], [0.66, 0.66, 2.37], [-0.02, 1.21, 1.01], [0.43, -1.63, 1.84], [-1.34, 0.31, -1.51], [-2.96, 1.81, -0.56], [-3.47, 0.48, 0.70]],
  "lowdin_charge": [0.006, -0.133, -0.101, -0.261, -0.443, 0.928, -0.486, -0.102, 0.073, 0.018, 0.100, 0.128, 0.057, 0.037, 0.062, 0.036, 0.083]
}

---

4.
{
  "formula": "CH2N2O3Si",
  "method": "ωB97M-V/def2-TZVPD",
  "relative_energy_kcal_mol": 45.14,
  "homo_lumo_gap_ev": 8.17,
  "smiles": "N#C[SiH]=O.O=NO",
  "energy_ev": -18066.363,
  "spin_multiplicity": 1,
  "homo_energy_ev": -10.19,
  "symbols": ["N", "C", "Si", "O", "H", "O", "N", "O", "H"],
  "positions_angstrom": [[0.02, 3.68, 2.10], [0.06, 2.64, 1.62], [0.17, 1.02, 0.73], [-0.03, 0.75, -0.76], [0.81, 0.01, 1.56], [-0.35, -3.46, -0.89], [-0.41, -2.27, -0.78], [-0.17, -1.62, -1.96], [-0.09, -0.75, -1.62]],
  "lowdin_charge": [0.108, -0.293, 0.676, -0.361, -0.015, 0.014, -0.117, 0.015, -0.028]
}

---

5.
{
  "formula": "C2H4S2",
  "method": "ωB97M-V/def2-TZVPD",
  "relative_energy_kcal_mol": 31.98,
  "homo_lumo_gap_ev": 9.57,
  "smiles": "S[C@H]1CS1",
  "energy_ev": -23807.491,
  "spin_multiplicity": 1,
  "homo_energy_ev": -8.79,
  "symbols": ["S", "C", "C", "S", "H", "H", "H", "H"],
  "positions_angstrom": [[1.91, 0.49, -0.04], [0.27, 0.18, -0.54], [-0.75, -0.47, 0.19], [-1.19, 1.30, -0.04], [1.55, 0.25, 1.15], [0.27, 0.18, -1.82], [-1.45, -1.22, -0.11], [-0.61, -0.70, 1.20]],
  "lowdin_charge": [0.762, -1.009, -0.535, 0.692, -0.170, 0.147, 0.070, 0.045]
}

---

6.
{
  "formula": "C5H11NO2",
  "method": "ωB97M-V/def2-TZVPD",
  "relative_energy_kcal_mol": 134.36,
  "homo_lumo_gap_ev": 9.94,
  "smiles": "C=[N+]([O-])O.C=C(C)C",
  "energy_ev": -10943.441,
  "spin_multiplicity": 1,
  "homo_energy_ev": -9.12,
  "symbols": ["C", "N", "O", "O", "H", "H", "H", "C", "C", "C", "C", "H", "H", "H", "H", "H", "H", "H", "H"],
  "positions_angstrom": [[-2.04, -0.13, 0.80], [-3.09, 0.34, 0.10], [-4.25, 0.57, 0.44], [-2.91, 0.48, -1.33], [-1.06, -0.29, 0.30], [-2.26, -0.08, 1.90], [-3.86, 0.71, -1.62], [0.97, -0.93, 1.06], [1.54, -0.28, 0.05], [2.08, -0.90, -1.21], [1.56, 1.21, 0.12], [1.08, -1.97, 1.37], [0.62, -0.25, 1.92], [2.43, -0.24, -1.98], [2.95, -1.50, -0.93], [1.31, -1.52, -1.50], [1.35, 1.69, -0.84], [2.68, 1.45, 0.44], [0.90, 1.63, 0.88]],
  "lowdin_charge": [0.086, -0.390, -0.033, 0.002, 0.059, 0.111, 0.141, -0.031, -0.455, -0.049, -0.087, 0.068, 0.089, 0.074, 0.087, 0.056, 0.073, 0.131, 0.068]
}